Computed, not measured: a molecular structure, C29H49Cl3N3NiO3Si, with ωB97M-V with the def2-TZVPD basis set.

Calculated values
Kohn-Sham gap (spin up / spin down) = 5.506 / 5.511 eV
Multiplicity = 3
Relative energy (zero: lowest compared OMol25 entry of this formula, charge and spin) = 0.0 kJ/mol
Net charge = -1

Positions of all 89 atoms, in Å:
C -1.085 3.346 2.391
C -2.272 2.702 1.754
H -1.106 4.439 2.339
H -0.173 3.020 1.870
H -0.993 3.042 3.447
C -3.399 3.341 1.389
C -3.604 4.815 1.458
H -4.208 2.774 0.928
H -2.705 5.361 1.758
H -4.410 5.059 2.161
H -3.902 5.205 0.474
Ni 1.371 0.051 1.068
Cl 0.019 -1.128 2.229
Cl 2.479 1.474 -0.011
C -2.384 -2.629 -0.405
O -1.888 -2.123 -1.426
N -3.414 -3.508 -0.440
C -3.937 -3.973 -1.723
C -4.079 -4.035 0.748
H -2.010 -2.393 0.612
H -3.239 -3.694 -2.516
H -4.925 -3.530 -1.919
H -4.063 -5.064 -1.683
H -3.615 -3.628 1.656
H -4.013 -5.137 0.752
H -5.153 -3.772 0.739
H -0.327 3.270 -0.888
H -2.668 2.577 -1.367
C 0.040 2.907 -1.858
C -2.323 2.497 -2.405
N -0.956 1.995 -2.408
H 0.997 2.399 -1.711
C -0.686 0.723 -2.802
O 0.449 0.235 -2.951
H -2.961 1.818 -2.972
H -1.601 0.130 -3.007
H 0.136 3.790 -2.507
H -2.348 3.501 -2.846
O -1.234 1.268 0.322
C -2.050 1.234 1.358
C -3.843 0.145 -0.125
C -3.318 0.382 1.144
H -3.260 0.431 -1.004
C -5.105 -0.440 -0.255
H -1.535 0.787 2.237
C -3.945 -0.135 2.271
H -5.558 -0.539 -1.247
C -5.784 -0.877 0.887
C -5.184 -0.757 2.149
H -3.445 -0.014 3.238
H -6.774 -1.327 0.796
H -5.691 -1.128 3.043
Si 5.430 3.283 1.669
Cl 3.691 4.405 2.023
C 5.669 3.284 -0.188
C 4.909 1.704 2.532
C 7.046 3.893 2.426
H 4.719 3.073 -0.692
H 6.400 2.524 -0.496
H 6.033 4.266 -0.523
H 7.415 4.812 1.957
H 7.838 3.140 2.299
H 6.961 4.079 3.502
H 3.910 1.435 2.155
H 4.832 1.879 3.616
H 5.597 0.871 2.349
C 2.873 -3.398 -2.961
N 1.715 -2.504 -2.677
C 0.662 -2.662 -3.739
C 1.127 -2.684 -1.273
C 2.170 -2.750 -0.208
C 2.841 -3.966 0.066
C 3.932 -4.002 0.933
C 4.296 -2.860 1.654
C 3.542 -1.677 1.474
C 2.485 -1.658 0.592
H 2.575 -4.447 -2.825
H 3.713 -3.131 -2.314
H 3.144 -3.233 -4.006
H 1.997 -1.509 -2.694
H 0.122 -3.600 -3.563
H -0.003 -1.799 -3.684
H 1.165 -2.688 -4.713
H 0.415 -1.862 -1.148
H 0.542 -3.609 -1.317
H 2.551 -4.891 -0.440
H 4.483 -4.936 1.063
H 5.128 -2.884 2.353
H 3.757 -0.784 2.053

Forces on atoms 1 to 6 (eV/Å):
0.452 0.095 -0.052
-1.710 -0.171 -0.437
-0.011 -0.194 0.149
-0.213 -0.060 0.114
-0.045 0.078 -0.243
0.966 -0.214 0.188

---

Computed, not measured: a single C19H29N3O3S molecule, with ωB97M-V with the def2-TZVPD basis set.

Calculated values
Kohn-Sham gap = 8.441 eV
Multiplicity = 1
Relative energy (zero: lowest compared OMol25 entry of this formula, charge and spin) = 20.2 kJ/mol
Net charge = 0
SMILES = CCOc1cc2[nH]c(=S)n(CCCN(CC)CC)c(=O)c2cc1OCC

Positions of all 55 atoms, in Å:
C -7.270 -2.299 -1.136
C -5.795 -2.362 -0.775
O -5.382 -1.049 -0.444
C -4.106 -0.828 -0.080
C -3.121 -1.795 0.002
C -1.828 -1.448 0.396
N -0.831 -2.387 0.486
C 0.444 -2.110 0.871
S 1.537 -3.344 0.917
N 0.738 -0.820 1.201
C 2.096 -0.497 1.615
C 2.995 -0.221 0.414
C 4.412 0.150 0.882
N 5.398 0.338 -0.160
C 5.128 1.438 -1.071
C 5.026 2.784 -0.362
C 5.749 -0.884 -0.867
C 7.226 -0.894 -1.253
C -0.170 0.239 1.124
O 0.176 1.369 1.398
C -1.521 -0.126 0.709
C -2.516 0.855 0.624
C -3.796 0.528 0.238
O -4.831 1.393 0.126
C -4.609 2.757 0.431
C -5.924 3.492 0.226
H -7.630 -3.290 -1.396
H -7.416 -1.632 -1.981
H -7.841 -1.919 -0.294
H -5.641 -3.032 0.082
H -5.210 -2.737 -1.626
H -3.332 -2.826 -0.234
H -1.020 -3.353 0.253
H 2.483 -1.339 2.193
H 2.033 0.391 2.247
H 3.038 -1.111 -0.217
H 2.565 0.598 -0.166
H 4.784 -0.643 1.538
H 4.364 1.067 1.473
H 5.968 1.480 -1.767
H 4.215 1.265 -1.669
H 5.858 2.901 0.327
H 4.095 2.877 0.191
H 5.064 3.585 -1.096
H 5.562 -1.729 -0.202
H 5.132 -1.026 -1.770
H 7.835 -0.715 -0.372
H 7.450 -0.125 -1.988
H 7.491 -1.860 -1.677
H -2.230 1.863 0.874
H -3.834 3.169 -0.231
H -4.271 2.860 1.471
H -6.254 3.382 -0.803
H -5.797 4.547 0.451
H -6.686 3.075 0.879

Forces on atoms 1 to 6 (eV/Å):
0.422 0.114 0.125
-0.210 -0.406 -0.123
0.134 0.252 0.076
0.137 0.145 0.059
-0.199 -0.050 -0.060
-0.064 0.926 0.154

---

Computed, not measured: a single C20H29N3O2 molecule, with ωB97M-V with the def2-TZVPD basis set.

Calculated values
Kohn-Sham gap = 8.735 eV
Multiplicity = 1
Relative energy (zero: lowest compared OMol25 entry of this formula, charge and spin) = 185.9 kJ/mol
Net charge = 0
SMILES = CCCCc1nc(NC[C@H]2CCCO2)c(C#N)c2c1COC(C)(C)C2

Positions of all 54 atoms, in Å:
C 0.903 2.671 -1.750
C 0.794 3.937 -0.909
C 0.688 3.661 0.590
C -0.616 2.963 0.994
C -0.587 1.487 0.717
N 0.509 0.866 1.130
C 0.676 -0.431 0.933
N 1.786 -1.021 1.449
C 2.983 -0.261 1.694
C 3.911 -0.239 0.462
C 4.412 -1.636 0.041
C 3.614 -1.942 -1.228
C 3.355 -0.538 -1.769
O 3.186 0.292 -0.639
C -0.303 -1.212 0.263
C -0.059 -2.568 0.008
N 0.209 -3.668 -0.196
C -1.465 -0.567 -0.157
C -1.623 0.795 0.086
C -2.945 1.347 -0.367
O -4.023 0.535 0.050
C -3.923 -0.872 -0.186
C -5.095 -1.284 -1.083
C -4.027 -1.572 1.175
C -2.589 -1.253 -0.858
H -0.027 2.108 -1.725
H 1.118 2.925 -2.786
H 1.700 2.035 -1.373
H 1.683 4.548 -1.079
H -0.072 4.521 -1.234
H 0.750 4.613 1.123
H 1.525 3.036 0.902
H -1.457 3.436 0.490
H -0.753 3.085 2.073
H 1.919 -1.991 1.199
H 3.519 -0.684 2.547
H 2.667 0.757 1.921
H 4.757 0.427 0.690
H 5.478 -1.595 -0.186
H 4.259 -2.376 0.825
H 2.672 -2.438 -0.994
H 4.165 -2.559 -1.933
H 4.214 -0.188 -2.361
H 2.451 -0.461 -2.377
H -2.946 1.446 -1.467
H -3.160 2.325 0.066
H -5.050 -0.751 -2.030
H -5.067 -2.353 -1.276
H -6.032 -1.034 -0.593
H -4.934 -1.250 1.678
H -3.176 -1.306 1.799
H -4.051 -2.651 1.049
H -2.466 -2.336 -0.847
H -2.611 -0.922 -1.902

Forces on atoms 1 to 6 (eV/Å):
0.012 0.197 -0.026
0.101 -0.112 0.099
-0.164 0.201 -0.161
0.191 0.095 0.009
-0.391 -0.365 -0.128
0.277 0.007 0.147

---

Computed, not measured: 5 unconnected molecules or ions with the total composition CH11NO6, with ωB97M-V with the def2-TZVPD basis set.

Calculated values
Kohn-Sham gap = 10.631 eV
Multiplicity = 1
Relative energy (zero: lowest compared OMol25 entry of this formula, charge and spin) = 33.5 kJ/mol
Net charge = 0
SMILES = NC(=O)O.O.O.O.O

Positions of all 19 atoms, in Å:
N 0.471 -2.024 2.205
C -0.745 -1.400 2.084
O -1.736 -1.726 2.684
O -0.753 -0.390 1.180
H 0.581 -2.709 2.935
H 1.356 -1.589 2.048
H 0.109 -0.370 0.716
O 1.663 -1.609 -3.427
H 2.560 -1.346 -3.179
H 1.280 -0.719 -3.510
O 0.563 2.647 -2.128
H 0.950 3.522 -2.233
H -0.115 2.741 -1.429
O 0.893 0.291 -0.798
H 0.611 -0.389 -1.425
H 0.855 1.178 -1.199
O -0.964 3.067 0.163
H -1.004 2.220 0.644
H -1.883 3.338 0.303

Forces on atoms 1 to 6 (eV/Å):
0.523 -0.740 0.430
-0.320 0.307 0.080
0.216 0.031 -0.136
0.330 -0.420 0.462
-0.615 -0.073 0.056
0.030 0.663 -0.511

---

Computed, not measured: 2 unconnected molecules or ions with the total composition C10H22BO5, with ωB97M-V with the def2-TZVPD basis set.

Calculated values
Kohn-Sham gap = 6.978 eV
Multiplicity = 1
Net charge = -1

Positions of all 38 atoms, in Å:
C 3.089 0.513 -0.793
C 3.609 -0.925 -0.975
C 2.850 -1.656 -2.106
C 1.700 -2.454 -1.506
O 0.640 -2.679 -2.417
C -0.426 -1.784 -2.244
C -1.224 -1.816 -0.938
O -2.103 -0.730 -1.129
B -1.409 0.217 -2.077
O -0.066 -0.459 -2.310
H 2.079 0.577 -1.178
H 3.738 1.198 -1.326
H 3.036 0.778 0.257
H 3.473 -1.489 -0.059
H 4.674 -0.943 -1.185
H 3.555 -2.321 -2.600
H 2.457 -0.947 -2.821
H 2.080 -3.415 -1.162
H 1.365 -1.909 -0.632
H -1.161 -2.013 -3.027
H -1.765 -2.732 -0.688
H -0.580 -1.597 -0.079
H -1.987 0.228 -3.171
H -1.230 1.348 -1.642
O 0.292 0.349 1.602
C -0.730 0.917 1.867
O -0.648 2.201 2.311
C -1.793 3.030 2.467
C -2.457 2.838 3.816
C -2.075 0.234 1.822
H -2.489 2.885 1.640
H -1.416 4.049 2.384
H -2.832 1.822 3.935
H -3.294 3.529 3.932
H -1.740 3.020 4.617
H -2.205 -0.320 2.754
H -2.089 -0.453 0.977
H -2.916 0.909 1.683

Forces on atoms 1 to 6 (eV/Å):
0.165 -0.663 0.222
-0.470 0.126 -0.547
0.592 -0.102 0.630
0.181 0.292 -0.279
0.156 -0.175 0.361
-0.563 -0.106 0.129

---

Computed, not measured: a molecular structure, C21H21Cl3HfINO5, with ωB97M-V with the def2-TZVPD basis set.

Calculated values
Kohn-Sham gap = 2.077 eV
Multiplicity = 1
Net charge = +4

Positions of all 53 atoms, in Å:
C -2.976 -2.201 -4.166
C -1.583 -2.718 -4.249
O -0.841 -2.552 -5.161
O -1.180 -3.471 -3.144
C 0.082 -3.107 -2.617
C 0.200 -1.602 -2.272
C 0.996 -1.406 -0.915
C 0.281 -0.480 -0.015
C 0.051 0.918 -0.316
C 0.633 1.503 -1.640
C 1.896 2.357 -1.232
C 2.626 2.981 -2.436
Cl 3.031 1.377 -0.348
C -0.673 1.700 0.562
C -1.184 1.185 1.820
C -1.945 1.963 2.776
Cl -3.342 1.322 3.380
C -1.561 3.259 3.276
C -0.344 4.000 2.884
Cl -2.492 4.006 4.392
C -0.942 -0.190 2.067
C -0.248 -0.969 1.190
C -0.193 -2.400 1.772
O -0.054 -3.393 1.163
N -0.411 -2.240 3.181
C 0.791 -2.162 4.073
C 2.034 -2.655 3.359
O 2.286 -3.770 3.189
I 3.389 -1.104 2.648
C -1.316 -1.136 3.251
O -2.217 -1.072 4.009
H -2.981 -1.142 -3.916
H -3.497 -2.726 -3.367
H -3.491 -2.342 -5.110
H 0.838 -3.385 -3.355
H 0.197 -3.712 -1.720
H 0.707 -1.109 -3.097
H -0.799 -1.176 -2.171
H 1.972 -0.976 -1.145
H 1.134 -2.378 -0.459
H -0.153 2.119 -2.147
H 1.035 0.751 -2.307
H 1.617 3.213 -0.530
H 2.977 3.986 -2.206
H 3.508 2.404 -2.695
H 1.992 3.024 -3.325
H -0.942 2.789 0.408
H 0.472 3.354 2.571
H -0.024 4.709 3.644
H -0.626 4.618 2.015
H 0.607 -2.810 4.927
H 0.892 -1.147 4.453
Hf -0.231 3.996 -0.950

Forces on atoms 1 to 6 (eV/Å):
-0.297 -0.539 0.474
-0.453 -0.267 -0.257
0.650 0.268 -0.070
-0.156 1.068 0.492
-0.164 -0.519 -0.186
-0.022 -0.211 -0.010

---

Calculated values (Eh/bohr) of largest force on an atom for the records, taken in order: 0.0429, 0.0183, 0.0248, 0.0237, 0.0169, 0.0667.